{"formula": "C5H8N2", "method": "wB97M-V/def2-TZVPD", "charge": 0, "smiles": "C/C=C/C#N.C=N", "largest_force_ev_per_a": 3.89, "mol_weight_g_mol": 96.13, "orbital_gap_ev": 9.780, "e_lumo_ev": 0.603, "relative_energy_kj_mol": 273.01, "species": ["C", "C", "C", "C", "N", "H", "H", "H", "H", "H", "C", "N", "H", "H", "H"], "positions_angstrom": [[3.145, -0.295, -0.201], [1.903, 0.301, 0.279], [0.873, 0.448, -0.497], [-0.295, 1.093, -0.024], [-1.258, 1.624, 0.329], [3.120, -0.381, -1.252], [3.098, -1.324, 0.316], [4.132, 0.114, 0.236], [1.869, 0.535, 1.430], [0.907, 0.407, -1.559], [-3.315, -0.158, 0.203], [-3.970, -1.060, -0.334], [-2.735, 0.514, -0.433], [-2.962, -0.130, 1.236], [-4.513, -1.689, 0.272]]}



{"formula": "C5H11N2", "method": "wB97M-V/def2-TZVPD", "charge": 1, "smiles": "C=N/C=C\\CC[NH3+]", "largest_force_ev_per_a": 3.03, "mol_weight_g_mol": 99.16, "orbital_gap_ev": 7.753, "e_lumo_ev": -3.743, "relative_energy_kj_mol": 359.24, "species": ["C", "N", "C", "C", "C", "C", "N", "H", "H", "H", "H", "H", "H", "H", "H", "H", "H", "H"], "positions_angstrom": [[2.607, -1.038, 0.420], [1.487, -0.410, 0.339], [1.360, 0.913, -0.074], [0.144, 1.313, -0.536], [-0.823, 0.268, -1.043], [-2.102, 0.197, -0.161], [-1.865, -0.846, 0.880], [3.147, -1.324, -0.519], [2.793, -1.721, 1.255], [2.205, 1.549, -0.278], [-0.439, 2.209, -0.264], [-1.114, 0.829, -1.960], [-0.628, -0.705, -1.488], [-2.937, -0.049, -0.826], [-2.386, 1.139, 0.279], [-1.524, -1.710, 0.469], [-1.156, -0.410, 1.488], [-2.696, -1.118, 1.420]]}



{"formula": "C29H47ClFN3O7S", "method": "wB97M-V/def2-TZVPD", "charge": 0, "largest_force_ev_per_a": 3.99, "mol_weight_g_mol": 636.23, "orbital_gap_ev": 7.530, "e_lumo_ev": -1.142, "species": ["C", "N", "C", "C", "C", "C", "C", "F", "C", "N", "S", "N", "C", "C", "C", "C", "O", "Cl", "H", "H", "H", "H", "H", "H", "H", "H", "H", "H", "H", "C", "C", "O", "C", "H", "H", "H", "H", "H", "H", "C", "C", "O", "C", "H", "H", "H", "H", "H", "H", "C", "C", "O", "C", "H", "H", "H", "H", "H", "H", "C", "C", "O", "C", "H", "H", "H", "H", "H", "H", "C", "C", "O", "C", "H", "H", "H", "H", "H", "H", "C", "C", "O", "C", "H", "H", "H", "H", "H", "H"], "positions_angstrom": [[5.340, -1.969, -1.440], [4.477, -0.831, -1.810], [3.427, -1.179, -2.794], [1.963, -1.181, -2.228], [1.068, 0.063, -2.155], [1.579, 1.463, -2.644], [-0.309, -0.004, -1.635], [-1.108, 1.139, -1.545], [-0.910, -1.291, -1.154], [-2.155, -1.579, -0.610], [-2.113, -3.229, -0.279], [-0.597, -3.711, -0.785], [-0.030, -2.527, -1.242], [1.396, -2.472, -1.768], [2.171, -3.838, -1.806], [1.735, -4.574, -3.147], [0.603, -4.521, -3.532], [2.958, -5.516, -4.096], [6.205, -1.547, -0.834], [4.845, -2.739, -0.775], [5.810, -2.480, -2.333], [4.112, -0.332, -0.999], [3.603, -2.203, -3.250], [3.533, -0.456, -3.666], [2.490, 1.377, -3.295], [0.755, 1.928, -3.270], [1.733, 2.185, -1.782], [1.822, -4.442, -0.925], [3.286, -3.696, -1.767], [-4.384, -0.513, -2.370], [-5.856, -0.833, -2.329], [-6.262, -1.871, -1.845], [-6.801, 0.184, -2.911], [-3.824, -1.330, -1.917], [-4.059, -0.395, -3.406], [-4.187, 0.401, -1.806], [-6.580, 0.330, -3.970], [-6.710, 1.129, -2.372], [-7.826, -0.178, -2.814], [-5.692, -1.795, -7.462], [-6.652, -0.814, -6.840], [-6.260, 0.089, -6.130], [-8.117, -0.999, -7.134], [-4.673, -1.541, -7.165], [-5.916, -2.805, -7.116], [-5.762, -1.744, -8.550], [-8.449, -1.975, -6.774], [-8.295, -0.914, -8.208], [-8.689, -0.224, -6.622], [-1.383, 1.930, 1.370], [-1.483, 3.264, 2.065], [-0.921, 4.247, 1.628], [-2.309, 3.329, 3.324], [-0.761, 2.032, 0.483], [-0.925, 1.197, 2.038], [-2.376, 1.594, 1.065], [-1.892, 2.658, 4.077], [-3.343, 3.054, 3.105], [-2.292, 4.346, 3.715], [6.548, -9.544, -3.612], [5.532, -8.619, -2.993], [5.870, -7.701, -2.275], [4.080, -8.879, -3.301], [7.549, -9.239, -3.304], [6.374, -10.567, -3.273], [6.484, -9.492, -4.700], [3.797, -9.872, -2.948], [3.908, -8.796, -4.376], [3.464, -8.138, -2.791], [-0.422, 6.338, 5.259], [-0.826, 5.355, 6.328], [-1.969, 4.952, 6.414], [0.243, 4.894, 7.282], [-1.290, 6.582, 4.645], [-0.049, 7.255, 5.720], [0.346, 5.898, 4.620], [0.644, 5.747, 7.831], [1.040, 4.389, 6.731], [-0.189, 4.190, 7.995], [2.788, 6.859, 11.431], [2.925, 7.006, 9.938], [2.018, 6.711, 9.189], [4.234, 7.535, 9.412], [1.796, 6.469, 11.666], [3.537, 6.159, 11.806], [2.905, 7.831, 11.913], [5.048, 6.865, 9.699], [4.416, 8.537, 9.806], [4.192, 7.588, 8.324]]}



{"formula": "C18H35N4O3Pb", "method": "wB97M-V/def2-TZVPD", "charge": -1, "largest_force_ev_per_a": 3.72, "mol_weight_g_mol": 562.70, "orbital_gap_ev": 5.852, "e_lumo_ev": 2.570, "relative_energy_kj_mol": 0.00, "species": ["Pb", "O", "H", "C", "O", "H", "H", "H", "C", "O", "H", "H", "H", "C", "C", "C", "C", "N", "H", "H", "H", "H", "H", "H", "H", "C", "C", "C", "C", "N", "H", "H", "H", "H", "H", "H", "H", "C", "C", "C", "C", "N", "H", "H", "H", "H", "H", "H", "H", "C", "C", "C", "C", "N", "H", "H", "H", "H", "H", "H", "H"], "positions_angstrom": [[-7.096, -18.815, 15.577], [-8.830, -20.343, 15.646], [-8.569, -21.263, 15.772], [-8.414, -17.435, 18.749], [-8.461, -17.776, 17.433], [-8.480, -18.334, 19.411], [-7.441, -16.952, 19.024], [-9.253, -16.775, 19.050], [-9.114, -17.013, 13.137], [-8.839, -17.478, 14.383], [-9.956, -17.530, 12.618], [-9.426, -15.939, 13.171], [-8.244, -17.060, 12.442], [-6.973, -12.638, 14.569], [-7.976, -13.135, 15.592], [-8.248, -14.648, 15.454], [-7.054, -15.460, 15.604], [-6.155, -16.158, 15.735], [-7.274, -12.907, 13.554], [-5.996, -13.085, 14.769], [-6.808, -11.558, 14.596], [-8.937, -12.624, 15.549], [-7.564, -13.049, 16.603], [-8.612, -14.845, 14.444], [-8.966, -14.983, 16.201], [-3.349, -15.155, 13.147], [-2.580, -15.615, 14.372], [-2.265, -17.128, 14.372], [-3.502, -17.895, 14.367], [-4.498, -18.459, 14.385], [-4.351, -15.589, 13.087], [-2.876, -15.443, 12.206], [-3.481, -14.074, 13.211], [-3.095, -15.347, 15.294], [-1.602, -15.121, 14.384], [-1.616, -17.363, 15.215], [-1.683, -17.343, 13.473], [-3.072, -16.005, 18.240], [-3.362, -16.802, 19.498], [-4.806, -17.316, 19.526], [-5.081, -18.265, 18.459], [-5.259, -19.027, 17.620], [-3.786, -15.177, 18.176], [-3.300, -16.568, 17.329], [-2.053, -15.631, 18.167], [-3.199, -16.177, 20.378], [-2.695, -17.665, 19.583], [-5.474, -16.454, 19.469], [-5.023, -17.808, 20.476], [-9.617, -20.265, 10.116], [-10.082, -21.173, 11.247], [-9.723, -20.652, 12.634], [-8.315, -20.427, 12.879], [-7.216, -20.186, 13.082], [-8.533, -20.161, 10.139], [-10.191, -19.337, 10.138], [-9.853, -20.659, 9.120], [-9.650, -22.175, 11.151], [-11.158, -21.347, 11.171], [-10.091, -21.356, 13.382], [-10.236, -19.718, 12.885]]}



{"formula": "C28H20F6O2S", "method": "wB97M-V/def2-TZVPD", "charge": 0, "largest_force_ev_per_a": 2.51, "mol_weight_g_mol": 534.52, "orbital_gap_ev": 2.705, "e_lumo_ev": -3.457, "species": ["F", "C", "F", "F", "C", "C", "C", "C", "C", "C", "C", "C", "C", "C", "F", "F", "F", "C", "C", "C", "C", "H", "H", "H", "H", "H", "H", "H", "H", "H", "C", "C", "C", "C", "S", "C", "C", "C", "C", "C", "C", "C", "O", "O", "C", "C", "H", "H", "H", "H", "H", "H", "H", "H", "H", "H", "H"], "positions_angstrom": [[-5.594, 1.419, 2.942], [-5.410, 0.258, 2.232], [-6.285, -0.656, 2.749], [-5.813, 0.514, 0.947], [-3.991, -0.216, 2.295], [-3.725, -1.585, 2.280], [-2.418, -2.010, 2.345], [-1.324, -1.093, 2.414], [-0.036, -1.675, 2.482], [1.250, -1.092, 2.408], [1.572, 0.286, 2.223], [2.890, 0.708, 2.201], [3.921, -0.219, 2.324], [5.341, 0.256, 2.278], [6.211, -0.643, 2.827], [5.758, 0.473, 0.987], [5.509, 1.435, 2.951], [3.656, -1.581, 2.450], [2.347, -2.004, 2.500], [-1.644, 0.295, 2.433], [-2.959, 0.717, 2.353], [-4.537, -2.303, 2.230], [-2.197, -3.078, 2.354], [-0.037, -2.765, 2.537], [0.799, 1.032, 2.081], [3.121, 1.763, 2.083], [4.467, -2.299, 2.512], [2.128, -3.068, 2.600], [-0.873, 1.050, 2.530], [-3.192, 1.779, 2.349], [-4.520, 0.993, 7.393], [-3.924, 0.585, 8.591], [-2.996, -0.459, 8.590], [-2.650, -1.069, 7.384], [-1.452, -2.416, 7.358], [0.042, -1.630, 7.041], [1.250, -2.339, 7.078], [2.500, -1.660, 6.888], [3.704, -2.351, 6.934], [3.714, -3.738, 7.161], [2.505, -4.432, 7.339], [1.300, -3.755, 7.304], [-1.521, -2.967, 8.694], [-1.854, -3.234, 6.231], [-3.253, -0.674, 6.190], [-4.184, 0.363, 6.191], [-5.246, 1.804, 7.389], [-4.173, 1.076, 9.532], [-2.534, -0.799, 9.514], [-0.009, -0.554, 6.892], [2.444, -0.580, 6.719], [4.642, -1.805, 6.795], [4.655, -4.282, 7.199], [2.499, -5.511, 7.510], [0.379, -4.319, 7.457], [-2.981, -1.181, 5.269], [-4.639, 0.677, 5.251]]}



{"formula": "C13H11NO4S", "method": "wB97M-V/def2-TZVPD", "charge": 0, "smiles": "O=C(CCC1=C(S)C(=O)OC1=O)Nc1ccccc1", "largest_force_ev_per_a": 3.20, "mol_weight_g_mol": 277.30, "orbital_gap_ev": 7.936, "e_lumo_ev": -0.914, "relative_energy_kj_mol": 133.61, "species": ["O", "C", "C", "C", "C", "C", "S", "C", "O", "O", "C", "O", "N", "C", "C", "C", "C", "C", "C", "H", "H", "H", "H", "H", "H", "H", "H", "H", "H", "H"], "positions_angstrom": [[0.419, -3.489, 0.335], [-0.084, -2.579, -0.269], [-1.555, -2.113, 0.024], [-1.446, -0.727, 0.797], [-1.927, 0.510, -0.009], [-2.156, 1.679, 0.678], [-1.911, 1.955, 2.438], [-2.664, 2.636, -0.450], [-3.403, 3.547, -0.311], [-2.096, 2.121, -1.632], [-2.220, 0.706, -1.521], [-2.504, -0.050, -2.383], [0.660, -1.828, -1.267], [1.546, -0.853, -0.686], [1.323, 0.584, -0.906], [2.183, 1.600, -0.333], [3.303, 1.215, 0.516], [3.551, -0.197, 0.756], [2.698, -1.215, 0.147], [-1.992, -2.850, 0.740], [-2.195, -2.034, -0.888], [-2.141, -0.810, 1.684], [-0.427, -0.570, 1.253], [-0.688, 1.344, 2.653], [0.017, -1.391, -1.938], [0.469, 0.912, -1.553], [1.971, 2.671, -0.543], [3.942, 2.010, 0.958], [4.419, -0.488, 1.386], [2.907, -2.296, 0.325]]}